Record 1
This record from the OMol25 dataset describes 10 unconnected molecules or ions with the total composition C21H50Cl12O6S6. The level of theory is ωB97M-V/def2-TZVPD.

**Orbital gap**: 8.72 eV
**LUMO energy**: -0.072 eV
**F_max**: 2.82 eV/A
**Energy above the lowest of the compared OMol25 structures with the same formula, charge and spin**: 0.00 kJ/mol
**2S+1**: 1

Each atom is followed by the atoms it is bonded to, with distances in Å.
Geometry (Å):
1 C 3.707 2.946 -4.322  S2 1.832, H5 1.090, H6 1.090, H7 1.090
2 S 2.399 1.677 -4.140  C1 1.832, O3 1.517, C4 1.799
3 O 2.655 0.736 -5.302  S2 1.517
4 C 3.031 0.733 -2.745  S2 1.799, H8 1.090, H9 1.090, H10 1.090
5 H 4.743 2.608 -4.343  C1 1.090
6 H 3.678 3.550 -3.415  C1 1.090
7 H 3.429 3.661 -5.097  C1 1.090
8 H 3.343 1.389 -1.933  C4 1.090
9 H 3.961 0.256 -3.057  C4 1.090
10 H 2.289 0.165 -2.184  C4 1.090
11 C 3.925 -2.957 3.619  S12 1.796, H15 1.090, H16 1.090, H17 1.090
12 S 3.764 -3.922 5.126  C11 1.796, O13 1.507, C14 1.831
13 O 4.321 -3.131 6.282  S12 1.507
14 C 1.952 -3.695 5.252  S12 1.831, H18 1.090, H19 1.090, H20 1.090
15 H 4.740 -2.234 3.615  C11 1.090
16 H 3.098 -2.255 3.518  C11 1.090
17 H 4.026 -3.556 2.713  C11 1.090
18 H 1.454 -3.997 4.330  C14 1.090
19 H 1.561 -2.737 5.595  C14 1.090
20 H 1.600 -4.368 6.034  C14 1.090
21 C -2.508 -3.127 -3.210  S22 1.860, H25 1.090, H26 1.090, H27 1.090
22 S -2.789 -1.899 -4.578  C21 1.860, O23 1.501, C24 1.833
23 O -1.428 -1.782 -5.199  S22 1.501
24 C -3.984 -2.957 -5.480  S22 1.833, H28 1.090, H29 1.090, H30 1.090
25 H -1.794 -2.780 -2.463  C21 1.090
26 H -2.054 -4.043 -3.590  C21 1.090
27 H -3.442 -3.261 -2.664  C21 1.090
28 H -3.712 -4.003 -5.340  C24 1.090
29 H -3.942 -2.779 -6.554  C24 1.090
30 H -4.956 -2.806 -5.010  C24 1.090
31 C -1.983 2.983 5.963  S32 1.873, H35 1.090, H36 1.090, H37 1.090
32 S -1.965 2.362 4.196  C31 1.873, O33 1.553, C34 1.887
33 O -0.696 2.984 3.555  S32 1.553
34 C -1.580 0.591 4.721  S32 1.887, H38 1.090, H39 1.090, H40 1.090
35 H -2.822 2.625 6.561  C31 1.090
36 H -2.070 4.066 6.048  C31 1.090
37 H -1.001 2.707 6.346  C31 1.090
38 H -2.427 0.247 5.313  C34 1.090
39 H -0.689 0.627 5.347  C34 1.090
40 H -1.323 -0.100 3.917  C34 1.090
41 C 2.348 -5.171 -1.142  S42 1.828, H45 1.090, H46 1.090, H47 1.090
42 S 1.832 -3.435 -0.888  C41 1.828, O43 1.537, C44 1.842
43 O 0.414 -3.507 -0.298  S42 1.537
44 C 1.586 -2.730 -2.571  S42 1.842, H48 1.090, H49 1.090, H50 1.090
45 H 2.872 -5.639 -0.309  C41 1.090
46 H 2.984 -5.269 -2.022  C41 1.090
47 H 1.424 -5.703 -1.371  C41 1.090
48 H 1.257 -1.699 -2.437  C44 1.090
49 H 0.692 -3.074 -3.091  C44 1.090
50 H 2.471 -2.762 -3.207  C44 1.090
51 C 5.128 3.399 0.928  S52 1.853, H55 1.090, H56 1.090, H57 1.090
52 S 4.956 2.964 2.721  C51 1.853, O53 1.517, C54 1.835
53 O 5.278 4.260 3.439  S52 1.517
54 C 3.138 2.733 2.817  S52 1.835, H58 1.090, H59 1.090, H60 1.090
55 H 4.475 4.268 0.843  C51 1.090
56 H 4.833 2.600 0.247  C51 1.090
57 H 6.153 3.710 0.726  C51 1.090
58 H 2.874 1.875 2.199  C54 1.090
59 H 2.598 3.614 2.469  C54 1.090
60 H 2.848 2.516 3.845  C54 1.090
61 C -3.422 4.541 0.154  Cl62 1.820, Cl63 1.813, Cl64 1.786, Cl65 1.773
62 Cl -2.366 4.691 -1.321  C61 1.820
63 Cl -3.968 2.844 0.482  C61 1.813
64 Cl -2.498 5.067 1.589  C61 1.786
65 Cl -4.939 5.438 -0.041  C61 1.773
66 C -5.128 3.246 -4.638  Cl67 1.810, Cl68 1.761, Cl69 1.794, Cl70 1.799
67 Cl -5.102 1.492 -5.083  C66 1.810
68 Cl -6.117 4.198 -5.741  C66 1.761
69 Cl -5.664 3.480 -2.942  C66 1.794
70 Cl -3.474 3.952 -4.635  C66 1.799
71 C -4.470 -1.984 0.427  Cl72 1.765, Cl73 1.770, Cl74 1.750, Cl75 1.789
72 Cl -3.286 -3.292 0.390  C71 1.765
73 Cl -3.886 -0.836 1.641  C71 1.770
74 Cl -4.696 -1.277 -1.157  C71 1.750
75 Cl -6.044 -2.580 1.034  C71 1.789
76 C 0.279 -1.445 2.066  C77 1.539, H82 1.090, H83 1.090, H84 1.090
77 C 0.542 0.054 1.832  C76 1.539, C78 1.575, H85 1.090, H86 1.090
78 C 0.528 0.502 0.322  C77 1.575, C79 1.527, H87 1.090, H88 1.090
79 C -0.876 0.474 -0.277  C78 1.527, C80 1.563, H89 1.090, H90 1.090
80 C -1.049 0.639 -1.822  C79 1.563, C81 1.553, H91 1.090, H92 1.090
81 C -2.461 1.149 -2.216  C80 1.553, H93 1.090, H94 1.090, H95 1.090
82 H -0.730 -1.739 1.781  C76 1.090
83 H 0.296 -1.719 3.121  C76 1.090
84 H 0.968 -2.043 1.469  C76 1.090
85 H -0.176 0.671 2.372  C77 1.090
86 H 1.512 0.277 2.276  C77 1.090
87 H 1.202 -0.171 -0.209  C78 1.090
88 H 0.918 1.515 0.223  C78 1.090
89 H -1.435 -0.418 0.006  C79 1.090
90 H -1.513 1.217 0.203  C79 1.090
91 H -0.192 1.070 -2.341  C80 1.090
92 H -0.927 -0.369 -2.219  C80 1.090
93 H -2.363 2.150 -2.636  C81 1.090
94 H -2.942 0.598 -3.024  C81 1.090
95 H -3.193 1.133 -1.408  C81 1.090

Record 2
This record from the OMol25 dataset describes 3 unconnected molecules or ions with the total composition C21H50ClF4N10O7P4. The level of theory is ωB97M-V/def2-TZVPD.

**Orbital gap**: 5.64 eV
**LUMO energy**: -3.587 eV
**F_max**: 4.76 eV/A
**Total charge**: +1
**2S+1**: 1

Each atom is followed by the atoms it is bonded to, with distances in Å.
Geometry (Å):
1 C -0.422 1.215 5.972  C2 1.509, H26 1.088, H27 1.086, H28 1.088
2 C -1.344 0.522 6.945  C1 1.509, O3 1.202, O4 1.371
3 O -1.398 -0.677 7.001  C2 1.202
4 O -2.090 1.246 7.839  C2 1.371, C5 1.416
5 C -2.667 2.480 7.453  O4 1.416, C6 1.538, H29 1.087, H30 1.091
6 C -3.953 2.288 6.632  C5 1.538, C7 1.526, H31 1.094, H32 1.086
7 C -3.733 2.705 5.180  C6 1.526, N8 1.466, H33 1.090, H34 1.086
8 N -4.836 2.366 4.276  C7 1.466, C9 1.318, N20 1.397
9 C -5.066 1.206 3.693  N8 1.318, C10 1.514, N16 1.319
10 C -4.232 -0.051 3.809  C9 1.514, F11 1.334, F12 1.349, C13 1.544
11 F -3.743 -0.224 5.037  C10 1.334
12 F -3.209 0.082 2.939  C10 1.349
13 C -5.018 -1.317 3.405  C10 1.544, F14 1.339, F15 1.344, H35 1.089
14 F -6.184 -1.395 4.058  C13 1.339
15 F -4.263 -2.351 3.813  C13 1.344
16 N -6.134 1.221 2.918  C9 1.319, C17 1.333
17 C -6.592 2.471 2.997  N16 1.333, N18 1.333, N20 1.360
18 N -7.660 2.838 2.289  C17 1.333, Cl19 1.675, H36 1.009
19 Cl -8.362 4.355 2.184  N18 1.675
20 N -5.844 3.231 3.842  N8 1.397, C17 1.360, P21 1.757
21 P -5.860 4.872 4.467  N20 1.757, P22 2.169, H37 1.395
22 P -7.614 4.989 5.737  P21 2.169, O23 1.456, O24 1.597, O25 1.600
23 O -8.071 6.371 5.703  P22 1.456
24 O -7.121 4.515 7.180  P22 1.597, H38 0.965
25 O -8.716 3.933 5.255  P22 1.600, H39 0.965
26 H -0.372 0.582 5.089  C1 1.088
27 H -0.725 2.206 5.647  C1 1.086
28 H 0.582 1.267 6.389  C1 1.088
29 H -2.948 2.971 8.382  C5 1.087
30 H -1.966 3.162 6.968  C5 1.091
31 H -4.708 2.954 7.057  C6 1.094
32 H -4.329 1.274 6.734  C6 1.086
33 H -2.848 2.218 4.771  C7 1.090
34 H -3.522 3.771 5.155  C7 1.086
35 H -5.115 -1.397 2.323  C13 1.089
36 H -8.095 2.114 1.736  N18 1.009
37 H -6.149 5.693 3.377  P21 1.395
38 H -7.603 3.749 7.516  O24 0.965
39 H -9.057 3.330 5.926  O25 0.965
40 O 0.530 -0.370 0.182  P41 1.483
41 P 0.115 -1.392 -0.809  O40 1.483, N42 1.717, N45 1.753, N48 1.685
42 N -0.619 -0.550 -2.112  P41 1.717, C43 1.445, C44 1.460
43 C -2.012 -0.225 -2.318  N42 1.445, H51 1.094, H52 1.101, H53 1.081
44 C 0.285 0.393 -2.763  N42 1.460, H54 1.096, H55 1.092, H56 1.092
45 N -1.035 -2.336 0.118  P41 1.753, C46 1.448, C47 1.457
46 C -2.461 -2.082 0.090  N45 1.448, H57 1.103, H58 1.094, H59 1.090
47 C -0.584 -2.498 1.494  N45 1.457, H60 1.098, H61 1.089, H62 1.092
48 N 0.736 -2.723 -1.635  P41 1.685, C49 1.469, C50 1.440
49 C 2.189 -2.758 -1.848  N48 1.469, H63 1.097, H64 1.090, H65 1.091
50 C -0.019 -3.286 -2.723  N48 1.440, H66 1.096, H67 1.090, H68 1.092
51 H -2.190 -0.080 -3.387  C43 1.094
52 H -2.326 0.689 -1.790  C43 1.101
53 H -2.670 -1.030 -2.022  C43 1.081
54 H 0.615 0.019 -3.739  C44 1.096
55 H 1.175 0.579 -2.160  C44 1.092
56 H -0.204 1.358 -2.913  C44 1.092
57 H -2.711 -1.022 0.262  C46 1.103
58 H -2.951 -2.675 0.867  C46 1.094
59 H -2.913 -2.420 -0.842  C46 1.090
60 H -0.802 -1.620 2.116  C47 1.098
61 H 0.491 -2.671 1.535  C47 1.089
62 H -1.071 -3.371 1.934  C47 1.092
63 H 2.515 -2.102 -2.664  C49 1.097
64 H 2.518 -3.773 -2.072  C49 1.090
65 H 2.708 -2.444 -0.941  C49 1.091
66 H 0.078 -2.716 -3.654  C50 1.096
67 H -1.077 -3.374 -2.473  C50 1.090
68 H 0.354 -4.298 -2.895  C50 1.092
69 O 4.819 -1.374 -4.356  P70 1.483
70 P 5.971 -0.964 -5.196  O69 1.483, N71 1.714, N74 1.744, N77 1.697
71 N 6.266 -2.247 -6.293  P70 1.714, C72 1.449, C73 1.458
72 C 7.169 -3.372 -6.157  N71 1.449, H80 1.094, H81 1.099, H82 1.080
73 C 5.127 -2.539 -7.156  N71 1.458, H83 1.097, H84 1.092, H85 1.091
74 N 7.244 -0.780 -4.018  P70 1.744, C75 1.455, C76 1.458
75 C 8.191 -1.839 -3.702  N74 1.455, H86 1.098, H87 1.091, H88 1.089
76 C 6.725 -0.190 -2.790  N74 1.458, H89 1.096, H90 1.090, H91 1.092
77 N 6.486 0.349 -6.140  P70 1.697, C78 1.463, C79 1.441
78 C 5.453 1.220 -6.703  N77 1.463, H92 1.099, H93 1.091, H94 1.091
79 C 7.624 0.171 -7.006  N77 1.441, H95 1.097, H96 1.089, H97 1.092
80 H 7.426 -3.742 -7.154  C72 1.094
81 H 6.737 -4.202 -5.581  C72 1.099
82 H 8.107 -3.094 -5.699  C72 1.080
83 H 5.301 -2.184 -8.179  C73 1.097
84 H 4.213 -2.066 -6.789  C73 1.092
85 H 4.935 -3.612 -7.194  C73 1.091
86 H 7.718 -2.805 -3.483  C75 1.098
87 H 8.770 -1.542 -2.826  C75 1.091
88 H 8.921 -1.970 -4.499  C75 1.089
89 H 6.232 -0.925 -2.143  C76 1.096
90 H 6.000 0.595 -3.009  C76 1.090
91 H 7.546 0.271 -2.237  C76 1.092
92 H 4.961 0.787 -7.585  C78 1.099
93 H 5.884 2.180 -6.989  C78 1.091
94 H 4.683 1.420 -5.956  C78 1.091
95 H 7.378 -0.355 -7.936  C79 1.097
96 H 8.428 -0.363 -6.502  C79 1.089
97 H 8.006 1.163 -7.257  C79 1.092

Record 3
This record from the OMol25 dataset describes 3 unconnected molecules or ions with the total composition C21H50FN6O5P2S. The level of theory is ωB97M-V/def2-TZVPD.

**Orbital gap**: 4.90 eV
**LUMO energy**: -3.884 eV
**F_max**: 8.41 eV/A
**Total charge**: +1
**2S+1**: 1

Each atom is followed by the atoms it is bonded to, with distances in Å.
Geometry (Å):
1 C 9.837 -3.595 -1.837  C2 1.430, H15 1.136, H16 1.149
2 C 9.193 -2.341 -2.072  C1 1.430, C3 1.598, H17 1.144
3 C 9.798 -1.446 -3.250  C2 1.598, S4 1.894, H18 1.157, H19 1.140
4 S 8.589 -1.165 -4.680  C3 1.894, C5 1.887, C12 1.880
5 C 6.912 -0.701 -3.950  S4 1.887, C6 1.598, H20 1.145, H21 1.158
6 C 5.957 -1.959 -3.711  C5 1.598, O7 1.263, O8 1.429
7 O 5.944 -2.452 -2.549  C6 1.263
8 O 5.126 -2.557 -4.708  C6 1.429, C9 1.449
9 C 3.805 -2.671 -4.122  O8 1.449, C10 1.592, O11 1.260
10 C 3.255 -3.922 -3.306  C9 1.592, H22 1.153, H23 1.157, H24 1.154
11 O 3.038 -1.690 -4.314  C9 1.260
12 C 8.421 -2.731 -5.708  S4 1.880, C13 1.599, F14 1.447, H25 1.157
13 C 8.361 -4.082 -4.854  C12 1.599, H26 1.142, H27 1.158, H28 1.156
14 F 7.339 -2.599 -6.659  C12 1.447
15 H 9.522 -4.336 -1.035  C1 1.136
16 H 10.772 -3.848 -2.454  C1 1.149
17 H 8.284 -2.026 -1.452  C2 1.144
18 H 9.951 -0.388 -2.808  C3 1.157
19 H 10.766 -1.928 -3.611  C3 1.140
20 H 7.041 -0.023 -3.037  C5 1.145
21 H 6.393 -0.044 -4.750  C5 1.158
22 H 3.687 -4.925 -3.673  C10 1.153
23 H 3.537 -3.777 -2.193  C10 1.157
24 H 2.102 -3.964 -3.319  C10 1.154
25 H 9.378 -2.792 -6.354  C12 1.157
26 H 7.806 -3.999 -3.860  C13 1.142
27 H 7.779 -4.869 -5.472  C13 1.158
28 H 9.425 -4.519 -4.729  C13 1.156
29 O 0.944 1.435 0.791  P30 1.542
30 P -0.041 1.761 -0.350  O29 1.542, N31 1.722, N34 1.748, N37 1.766
31 N -1.088 0.474 0.113  P30 1.722, C32 1.447, C33 1.465
32 C -1.773 -0.514 -0.691  N31 1.447, H40 1.096, H41 1.095, H42 1.083
33 C -1.823 0.707 1.358  N31 1.465, H43 1.097, H44 1.093, H45 1.093
34 N 1.108 1.258 -1.568  P30 1.748, C35 1.457, C36 1.474
35 C 1.136 -0.088 -2.124  N34 1.457, H46 1.096, H47 1.096, H48 1.088
36 C 2.508 1.581 -1.237  N34 1.474, H49 1.098, H50 1.093, H51 1.096
37 N -1.150 2.230 -1.642  P30 1.766, C38 1.458, C39 1.447
38 C -2.375 2.893 -1.211  N37 1.458, H52 1.097, H53 1.094, H54 1.094
39 C -1.209 1.821 -3.029  N37 1.447, H55 1.091, H56 1.090, H57 1.095
40 H -2.677 -0.123 -1.172  C32 1.096
41 H -2.079 -1.366 -0.075  C32 1.095
42 H -1.145 -0.961 -1.453  C32 1.083
43 H -2.597 1.473 1.227  C33 1.097
44 H -1.151 1.044 2.152  C33 1.093
45 H -2.307 -0.198 1.734  C33 1.093
46 H 1.252 -0.851 -1.347  C35 1.096
47 H 1.962 -0.204 -2.835  C35 1.096
48 H 0.261 -0.319 -2.729  C35 1.088
49 H 2.938 0.861 -0.528  C36 1.098
50 H 2.588 2.580 -0.802  C36 1.093
51 H 3.133 1.577 -2.138  C36 1.096
52 H -3.186 2.174 -1.043  C38 1.097
53 H -2.723 3.633 -1.938  C38 1.094
54 H -2.206 3.438 -0.278  C38 1.094
55 H -1.595 0.806 -3.143  C39 1.091
56 H -0.243 1.906 -3.527  C39 1.090
57 H -1.875 2.469 -3.607  C39 1.095
58 O -6.758 -0.376 3.224  P59 1.542
59 P -6.304 1.027 3.678  O58 1.542, N60 1.723, N63 1.747, N66 1.770
60 N -5.689 0.381 5.152  P59 1.723, C61 1.447, C62 1.465
61 C -5.804 0.869 6.509  N60 1.447, H69 1.096, H70 1.095, H71 1.083
62 C -4.468 -0.414 5.004  N60 1.465, H72 1.097, H73 1.093, H74 1.093
63 N -7.952 1.578 3.852  P59 1.747, C64 1.457, C65 1.475
64 C -8.682 1.510 5.112  N63 1.457, H75 1.095, H76 1.097, H77 1.088
65 C -8.873 1.044 2.831  N63 1.475, H78 1.097, H79 1.093, H80 1.095
66 N -5.750 2.638 4.157  P59 1.770, C67 1.457, C68 1.447
67 C -4.312 2.862 4.091  N66 1.457, H81 1.097, H82 1.094, H83 1.094
68 C -6.432 3.687 4.885  N66 1.447, H84 1.091, H85 1.090, H86 1.095
69 H -5.113 1.691 6.729  C61 1.096
70 H -5.590 0.068 7.225  C61 1.095
71 H -6.807 1.184 6.770  C61 1.083
72 H -3.605 0.219 4.762  C62 1.097
73 H -4.576 -1.152 4.205  C62 1.093
74 H -4.226 -0.977 5.909  C62 1.093
75 H -8.721 0.491 5.510  C64 1.095
76 H -9.713 1.863 4.990  C64 1.097
77 H -8.284 2.180 5.872  C64 1.088
78 H -9.187 0.018 3.059  C65 1.097
79 H -8.407 1.047 1.842  C65 1.093
80 H -9.775 1.660 2.756  C65 1.095
81 H -3.824 2.623 5.044  C67 1.097
82 H -4.063 3.896 3.833  C67 1.094
83 H -3.864 2.237 3.314  C67 1.094
84 H -6.520 3.460 5.949  C68 1.091
85 H -7.417 3.904 4.473  C68 1.090
86 H -5.889 4.635 4.818  C68 1.095